Molecular formula: C3N2O2S
Method: DFT, wB97M-V/def2-TZVPD

Calculated values
net charge	-2
E_HOMO	-0.57	eV
Kohn-Sham gap	6.2	eV
molecular weight	128.112	g/mol
energy above the lowest of the compared OMol25 structures with the same formula, charge and spin	46.97	kcal/mol
spin multiplicity	1
LUMO	0.206	Eh

Each line ends with the Löwdin charge.
Positions of all 8 atoms, in Å:
S: -2.335 -2.146 -0.500  0.3393
O: 4.054 -0.525 -0.315  -0.2305
O: -1.625 1.691 -0.423  -0.0196
N: -1.506 -0.164 1.198  0.1441
N: 1.787 0.230 0.062  0.0210
C: -1.561 0.644 0.152  -0.6640
C: -1.691 -0.729 -0.044  -0.8820
C: 2.850 -0.171 -0.103  -0.7083

---

Molecular formula: C3H9N3O
Method: DFT, wB97M-V/def2-TZVPD

Calculated values
E_HOMO	-9.34	eV
Kohn-Sham gap	10.1	eV
molecular weight	103.125	g/mol
energy above the lowest of the compared OMol25 structures with the same formula, charge and spin	79.56	kcal/mol
spin multiplicity	1
LUMO	0.030	Eh

Each line ends with the Löwdin charge.
Positions of all 16 atoms, in Å:
O: -0.716 -0.771 -1.195  -0.0169
N: -2.718 0.514 -0.375  0.0499
N: -1.316 0.952 0.184  0.0002
N: 2.015 0.135 -0.878  0.0418
C: 1.016 0.244 0.181  -0.3964
C: -0.412 0.091 -0.349  -0.5220
C: 1.261 -0.835 1.240  -0.0573
H: 0.549 -0.747 2.062  0.0775
H: 1.930 0.911 -1.526  0.0746
H: -3.178 1.357 -0.698  0.1041
H: 2.272 -0.732 1.633  0.0766
H: -2.372 0.472 0.755  0.1570
H: 1.844 -0.713 -1.409  0.0731
H: -2.436 -0.278 -1.065  0.1245
H: 1.105 1.229 0.644  0.1325
H: 1.157 -1.827 0.796  0.0811

---

Molecular formula: C18H27N2O
Method: DFT, wB97M-V/def2-TZVPD

Calculated values
net charge	+1
E_HOMO	-11.08	eV
Kohn-Sham gap	8.7	eV
molecular weight	287.427	g/mol
energy above the lowest of the compared OMol25 structures with the same formula, charge and spin	7.90	kcal/mol
spin multiplicity	1
LUMO	-0.086	Eh
structure (SMILES)	C#CC[N+](CC)(CC)CC(=O)Nc1c(C)cc(C)cc1C

Each line ends with the Löwdin charge.
Positions of all 48 atoms, in Å:
O: -0.278 0.955 1.088  0.0446
N: -1.403 -0.781 -0.929  -0.2186
N: 1.868 0.725 0.363  0.1241
C: -0.358 -2.685 0.391  -0.0339
C: 2.362 1.142 2.799  -0.1693
C: 3.688 3.515 2.055  0.0125
C: -3.931 -0.168 -0.812  -0.0416
C: -1.710 -1.696 -2.088  -0.1398
C: 1.654 -0.103 3.288  -0.0366
C: -2.448 0.266 -0.717  -0.1670
C: -0.048 -0.110 -1.133  0.0117
C: -1.455 -1.631 0.314  -0.1597
C: 4.352 3.887 4.520  -0.0421
C: 3.639 3.121 3.427  -0.2528
C: 3.129 2.700 1.061  -0.1978
C: -1.866 -1.079 -3.407  -0.0963
C: 2.449 1.516 1.415  -0.1467
C: 0.479 0.573 0.183  -0.3629
C: 2.998 1.948 3.743  -0.0251
C: -2.034 -0.628 -4.531  0.1748
C: 3.300 3.065 -0.419  -0.0350
H: 3.851 3.738 5.511  0.0963
H: -0.909 -2.463 -2.183  0.1457
H: -2.438 -2.074 0.379  0.1283
H: 3.429 2.124 -1.011  0.0719
H: -2.263 1.016 -1.520  0.1415
H: -4.148 -0.802 -1.718  0.0924
H: -0.407 -3.237 1.350  0.1114
H: -0.124 0.677 -1.877  0.1421
H: 2.383 -0.813 3.732  0.0970
H: 4.360 4.944 4.313  0.0713
H: 4.242 4.435 1.848  0.1219
H: 2.376 3.559 -0.763  0.0864
H: -1.364 -0.964 1.157  0.1182
H: 1.189 -0.666 2.476  0.0448
H: -2.277 0.739 0.284  0.1379
H: 0.887 0.094 4.036  0.0896
H: 2.437 0.488 -0.415  0.1183
H: 5.370 3.514 4.555  0.0858
H: -2.273 -0.185 -5.482  0.0546
H: 0.617 -2.214 0.365  0.0736
H: -4.188 -0.742 0.091  0.0824
H: -4.523 0.750 -0.824  0.0948
H: 3.008 1.662 4.789  0.1248
H: -0.431 -3.426 -0.387  0.0719
H: -2.621 -2.218 -1.815  0.1322
H: 4.161 3.749 -0.580  0.0916
H: 0.668 -0.815 -1.519  0.1309

---

- What is the formula in the second record?
  C3H9N3O

---

- What is the E_HOMO in the first record?
  -0.57 eV